1.
Density functional theory data (ωB97M-V/def2-TZVPD) for a 9-piece molecular cluster, C24H43N9P overall.

```
! RIJCOSX wB97M-V def2-TZVPD def2/J DEFGRID3
* xyz -1 1
C 3.598 0.059 2.519
C 2.995 1.199 1.696
P 1.148 1.197 1.870
C 0.792 2.674 0.803
N 0.612 -0.107 1.029
C -0.350 -0.942 1.704
C -1.814 -0.527 1.466
C -2.306 0.661 2.303
C -3.229 1.555 1.468
C -3.055 0.212 3.582
H 4.693 0.098 2.534
H 3.289 -0.911 2.117
H 3.236 0.109 3.550
H 3.342 1.155 0.654
H 3.331 2.156 2.118
H 0.692 2.382 -0.248
H -0.161 3.098 1.137
H 1.558 3.446 0.925
H -0.259 -1.970 1.310
H -0.153 -1.022 2.793
H -1.912 -0.286 0.401
H -2.476 -1.388 1.650
H -1.459 1.291 2.598
H -3.576 2.421 2.042
H -2.690 1.934 0.595
H -4.087 0.980 1.099
H -2.934 -0.855 3.769
H -2.698 0.770 4.455
H -4.122 0.438 3.485
C 1.489 -1.091 -2.025
C 1.842 -0.121 -3.046
N 2.135 0.670 -3.830
H 0.558 -1.587 -2.295
H 2.280 -1.834 -1.933
H 1.347 -0.592 -1.050
C 0.297 1.683 5.550
C 0.710 2.882 4.839
N 0.988 3.824 4.244
H -0.791 1.651 5.592
H 0.670 0.829 4.983
H 0.705 1.656 6.559
C 0.416 -2.666 4.983
C 1.489 -1.768 5.382
N 2.324 -1.043 5.695
H 0.819 -3.478 4.380
H -0.075 -3.077 5.864
H -0.307 -2.117 4.385
C 5.179 -0.287 -4.720
C 6.438 -0.999 -4.549
N 7.439 -1.548 -4.412
H 5.180 0.628 -4.132
H 5.040 -0.035 -5.770
H 4.345 -0.902 -4.392
C -1.003 2.502 -4.671
C -1.881 2.122 -3.574
N -2.605 1.784 -2.747
H -0.833 1.638 -5.311
H -1.487 3.288 -5.246
H -0.040 2.851 -4.301
C 6.473 -5.089 -5.107
C 5.132 -5.636 -4.946
N 4.079 -6.077 -4.828
H 6.449 -4.001 -5.064
H 7.121 -5.452 -4.312
H 6.879 -5.398 -6.069
C -7.220 -0.890 3.052
C -6.176 -1.895 3.192
N -5.319 -2.650 3.304
H -6.947 0.000 3.616
H -7.332 -0.621 2.003
H -8.166 -1.277 3.426
C -5.303 2.049 -6.367
C -4.246 3.049 -6.347
N -3.390 3.814 -6.322
H -4.904 1.100 -6.720
H -5.695 1.915 -5.360
H -6.106 2.370 -7.028
*
```

HOMO	-3.0	eV
E_tot	-48283.53770	eV

2.
Density functional theory data (ωB97M-V/def2-TZVPD) for C24H44AlBN6 as an isolated structure in a non-equilibrium geometry.

```
! RIJCOSX wB97M-V def2-TZVPD def2/J DEFGRID3
* xyz 2 1
Al -1.927 -1.078 -2.270
B 0.051 0.238 -0.370
H -0.965 0.601 -0.366
H 0.368 0.049 -1.384
H 0.659 1.003 0.086
H 0.055 -0.636 0.264
C -4.286 -4.410 3.557
C -4.472 -2.925 3.240
C -3.139 -2.166 3.071
C -2.567 -2.357 1.700
N -2.177 -2.518 0.631
H -5.281 -4.841 3.675
H -3.597 -4.555 4.389
H -3.812 -4.903 2.708
H -4.978 -2.549 4.129
H -5.194 -2.815 2.431
H -2.520 -2.649 3.827
H -3.341 -1.099 3.165
C 0.485 5.856 -2.408
C 0.093 4.854 -1.240
C -1.229 4.074 -1.494
C -1.077 2.915 -2.313
N -1.088 2.006 -2.986
H -0.195 6.708 -2.421
H 0.272 5.305 -3.324
H 1.495 6.260 -2.341
H -0.041 5.393 -0.302
H 0.940 4.168 -1.232
H -2.008 4.635 -2.010
H -1.542 3.671 -0.530
C 5.324 1.130 -4.530
C 4.026 0.420 -4.786
C 3.276 0.315 -3.477
C 2.016 -0.389 -3.604
N 0.981 -0.940 -3.702
H 5.786 0.718 -3.633
H 5.077 2.174 -4.339
H 5.915 1.040 -5.441
H 4.156 -0.545 -5.276
H 3.406 0.925 -5.526
H 3.123 1.295 -3.026
H 3.810 -0.286 -2.741
C 3.790 -4.633 -1.438
C 3.381 -4.885 -0.038
C 2.410 -3.749 0.446
C 1.248 -3.446 -0.426
N 0.349 -3.185 -1.138
H 4.095 -3.589 -1.508
H 2.948 -4.870 -2.088
H 4.674 -5.248 -1.606
H 4.233 -4.868 0.641
H 2.932 -5.878 -0.044
H 2.908 -2.800 0.645
H 1.893 -4.074 1.349
C -6.269 1.034 1.937
C -5.189 2.154 2.229
C -4.742 2.778 0.913
C -3.989 1.871 0.063
N -3.391 1.102 -0.571
H -6.082 0.492 1.010
H -7.187 1.594 1.759
H -6.477 0.331 2.744
H -4.321 1.730 2.735
H -5.539 2.928 2.912
H -3.996 3.544 1.124
H -5.525 3.303 0.366
N 2.267 0.295 2.215
C 3.538 0.334 1.718
C 4.369 0.529 2.759
C 3.601 0.620 3.913
C 2.281 0.460 3.555
H 1.448 0.123 1.650
H 3.761 0.399 0.663
H 5.446 0.570 2.687
H 3.921 0.565 4.943
H 1.338 0.377 4.075
*
```

HOMO	-14.7	eV
E_tot	-41789.89967	eV
energy above the lowest of the compared OMol25 structures with the same formula, charge and spin	0.00	kcal/mol

3.
Density functional theory data (ωB97M-V/def2-TZVPD) for a 3-piece molecular cluster, C24H44BrFI2N3O5 overall in a non-equilibrium geometry.

```
! RIJCOSX wB97M-V def2-TZVPD def2/J DEFGRID3
* xyz 1 1
C -3.074 1.163 -3.868
C -3.661 0.490 -2.630
I -3.073 -1.506 -2.214
C -4.522 1.128 -1.835
I -5.098 3.145 -2.226
C -5.170 0.531 -0.626
C -6.209 -0.344 -0.860
C -6.889 -0.922 0.208
Br -8.341 -2.088 -0.110
C -6.480 -0.588 1.505
O -7.092 -1.105 2.598
C -5.435 0.298 1.659
F -5.104 0.613 2.888
N -4.778 0.840 0.630
C -3.650 1.768 0.924
C -2.457 1.141 1.680
C -1.538 0.271 0.802
C -1.585 2.341 2.219
H -2.348 0.475 -4.317
H -2.659 2.154 -3.661
H -3.902 1.290 -4.586
H -6.477 -0.572 -1.890
H -7.872 -0.582 2.838
H -3.286 2.298 0.040
H -4.063 2.538 1.594
H -2.736 0.562 2.567
H -2.063 -0.543 0.292
H -0.818 -0.216 1.482
H -0.917 0.874 0.121
H -2.144 3.286 2.176
H -0.637 2.391 1.672
H -1.318 2.124 3.263
C 1.709 -3.595 5.752
O 2.414 -2.448 6.188
C 3.831 -2.587 6.110
C 4.401 -1.650 5.062
N 4.030 -2.080 3.717
C 4.343 -1.102 2.677
C 3.592 0.228 2.712
O 2.199 0.112 2.454
C 1.399 -0.158 3.591
H 0.652 -3.437 5.961
H 1.830 -3.750 4.674
H 2.039 -4.488 6.290
H 4.128 -3.622 5.919
H 4.232 -2.301 7.086
H 5.491 -1.636 5.146
H 4.025 -0.642 5.279
H 3.035 -2.261 3.695
H 4.122 -1.583 1.720
H 5.419 -0.905 2.689
H 3.991 0.843 1.900
H 3.773 0.790 3.634
H 1.808 0.276 4.506
H 1.261 -1.236 3.716
H 0.414 0.279 3.415
C 0.615 -0.990 -2.572
O 0.240 0.016 -3.498
C 0.585 1.333 -3.071
C 1.657 1.922 -3.967
N 2.935 1.251 -3.763
C 3.955 1.605 -4.752
C 3.707 1.191 -6.201
O 3.718 -0.210 -6.409
C 2.476 -0.858 -6.208
H 0.209 -1.937 -2.923
H 1.703 -1.083 -2.508
H 0.203 -0.780 -1.580
H 0.892 1.352 -2.021
H -0.319 1.944 -3.165
H 1.771 2.986 -3.739
H 1.314 1.826 -5.005
H 2.789 0.251 -3.803
H 4.883 1.129 -4.425
H 4.125 2.685 -4.711
H 4.539 1.583 -6.792
H 2.800 1.642 -6.620
H 1.628 -0.215 -6.457
H 2.385 -1.217 -5.179
H 2.447 -1.732 -6.860
*
```

HOMO	-10.3	eV
E_tot	-129260.59333	eV

4.
Density functional theory data (ωB97M-V/def2-TZVPD) for a 2-piece molecular cluster, C24H44BrN4O5S overall in a non-equilibrium geometry.

```
! RIJCOSX wB97M-V def2-TZVPD def2/J DEFGRID3
* xyz -1 1
C -5.662 -0.262 -3.539
C -4.530 -1.053 -4.374
C -3.246 -1.207 -3.422
C -2.522 0.216 -3.073
C -1.205 -0.205 -2.199
C -1.726 -0.601 -0.737
N -1.091 0.034 0.428
C -0.759 1.463 0.338
C -2.116 2.379 0.330
C -1.927 3.533 -0.793
C -0.895 4.624 -0.218
C -0.209 -0.790 1.233
N -0.719 -1.150 2.601
Br -2.581 -1.447 2.550
C -0.471 0.013 3.531
C -0.147 -0.402 5.045
C -1.404 -0.999 5.857
C 1.086 -1.409 5.223
N 1.001 -1.238 0.852
C 1.895 -2.116 1.662
C 3.391 -1.510 1.641
C 4.247 -1.986 2.927
C 5.801 -2.103 2.520
O 6.441 -0.850 2.902
C 1.509 -0.897 -0.515
C 1.465 -1.988 -1.661
C 2.075 -1.429 -2.985
C 2.621 0.002 -3.197
N 2.638 0.933 -2.123
C 2.128 0.458 -0.896
H -6.695 -0.767 -3.669
H -5.340 -0.272 -2.438
H -5.659 0.822 -3.915
H -4.240 -0.563 -5.361
H -4.918 -2.130 -4.560
H -2.458 -1.821 -4.004
H -3.506 -1.808 -2.473
H -2.147 0.625 -4.071
H -3.211 0.918 -2.493
H -0.821 -1.164 -2.722
H -0.370 0.567 -2.251
H -2.866 -0.385 -0.690
H -1.647 -1.752 -0.622
H -0.078 1.799 -0.513
H -0.216 1.765 1.318
H -3.048 1.735 0.185
H -2.209 2.878 1.372
H -2.926 3.970 -1.129
H -1.444 3.019 -1.697
H -1.423 5.262 0.588
H 0.032 4.113 0.253
H -0.482 5.303 -1.049
H 0.369 0.684 3.146
H -1.435 0.638 3.550
H 0.154 0.577 5.589
H -1.624 -2.081 5.532
H -2.327 -0.321 5.837
H -1.088 -1.066 6.968
H 1.457 -1.476 6.311
H 0.834 -2.482 4.861
H 2.015 -1.103 4.604
H 1.950 -3.127 1.099
H 1.539 -2.344 2.717
H 3.901 -1.964 0.707
H 3.376 -0.364 1.536
H 3.853 -2.997 3.336
H 4.090 -1.218 3.761
H 5.940 -2.207 1.376
H 6.274 -3.022 3.001
H 6.063 -0.121 2.348
H 1.066 -3.043 -1.521
H 2.119 -2.144 -3.886
H 3.010 0.294 -4.243
H 2.178 1.220 -0.025
O 0.697 3.972 -6.307
S 1.374 3.111 -5.316
O 0.530 2.994 -4.100
O 2.680 3.704 -4.952
O 1.591 1.760 -5.894
*
```

HOMO	-1.9	eV
E_tot	-122665.92539	eV
energy above the lowest of the compared OMol25 structures with the same formula, charge and spin	0.00	kcal/mol